# 1
{
  "formula": "C3H10NO2",
  "method": "ωB97M-V/def2-TZVPD",
  "de_lowest_kcal_mol": 43.5,
  "charge": 1,
  "homo_ev": -14.9,
  "gap_ev": 11.2,
  "spin_multiplicity": 1,
  "lumo_energy_ha": -0.13546,
  "elements": ["O", "C", "C", "C", "N", "H", "H", "H", "H", "H", "H", "H", "H", "H", "H", "O"],
  "positions_angstrom": [[0.8512, 2.2101, 1.3194], [0.6030, 1.8761, 0.1690], [0.1229, 0.5236, -0.1777], [-1.2618, 0.4886, -1.1657], [-0.2440, -0.1486, 1.1236], [0.4464, 2.5690, -0.6477], [0.8427, -0.1984, -0.6519], [-1.9123, 1.2373, -0.7304], [-0.9084, 0.9199, -2.1794], [-1.6325, -0.5583, -1.3569], [0.2856, -0.0220, 1.9491], [-1.1093, 0.1035, 1.4411], [-0.1349, -1.0897, 0.6998], [2.0470, -2.2694, 0.2216], [0.9381, -3.2589, -0.1646], [1.0663, -2.3827, 0.1504]],
  "forces_ev_per_a": [[-0.121, -0.713, -1.845], [-0.613, 1.247, 1.422], [-1.541, -1.628, -1.193], [3.318, 0.668, -0.411], [1.607, -1.755, -2.825], [0.716, 0.787, -0.341], [-0.316, 1.206, 0.323], [-0.698, -0.402, -0.014], [-0.552, -0.774, 1.615], [0.244, 1.265, 0.623], [1.950, 0.335, 0.638], [-3.471, 0.483, 0.394], [-0.500, -0.662, 1.631], [-1.178, -0.238, -0.063], [-0.236, -1.271, -0.438], [1.392, 1.452, 0.481]]
}

***

# 2
{
  "formula": "C3H6N4O",
  "method": "ωB97M-V/def2-TZVPD",
  "de_lowest_kcal_mol": 124.1,
  "homo_ev": -8.9,
  "gap_ev": 9.3,
  "spin_multiplicity": 1,
  "smiles": "[H]/N=C1\\CO/C(=N/[H])NN1",
  "lumo_energy_ha": 0.01518,
  "elements": ["C", "C", "C", "H", "H", "H", "H", "H", "H", "N", "N", "N", "N", "O"],
  "positions_angstrom": [[-0.3167, -1.1713, 0.6711], [-0.3819, 0.1542, 1.0787], [0.1018, 1.3722, -0.8468], [-1.8090, -1.9860, 2.0002], [-0.9782, 0.3689, 2.0010], [0.6087, 0.4040, 1.4767], [1.0743, 2.5178, -1.9909], [1.0614, -0.1536, -2.2192], [0.8991, -2.0141, -0.5904], [-1.1255, -2.1402, 1.1101], [0.2059, 2.4633, -1.3622], [1.0666, 0.2131, -1.0566], [0.4450, -1.0822, -0.4461], [-0.8516, 1.0539, 0.1746]],
  "forces_ev_per_a": [[-4.218, -2.054, 0.510], [-0.247, 3.596, 6.315], [-0.156, -4.788, 2.419], [2.761, 0.497, -2.808], [-0.044, -0.703, -0.756], [0.403, 0.430, -0.382], [-1.847, -0.156, 1.000], [-0.198, 1.870, 4.404], [0.049, 1.673, -0.971], [1.186, 0.773, 0.252], [1.732, 2.411, -2.035], [-1.965, -2.743, -2.225], [1.420, -3.055, -1.685], [1.123, 2.248, -4.039]]
}

***

# 3
{
  "formula": "C5H8HgO3",
  "method": "ωB97M-V/def2-TZVPD",
  "de_lowest_kcal_mol": 0.0,
  "homo_ev": -8.9,
  "gap_ev": 9.0,
  "spin_multiplicity": 1,
  "lumo_energy_ha": 0.00189,
  "elements": ["Hg", "O", "O", "C", "C", "O", "C", "H", "H", "H", "H", "C", "C", "H", "H", "H", "H"],
  "positions_angstrom": [[-0.5476, -1.0955, -1.8935], [-0.1439, -2.0099, -0.3000], [-0.3863, 0.2707, -0.1519], [0.6903, 1.0539, -0.6534], [0.2249, 1.5446, -2.0201], [-0.3616, 0.5453, -2.7905], [-0.3282, -0.9687, 0.5372], [0.8929, 1.8894, 0.0336], [1.6065, 0.4453, -0.7058], [1.0818, 2.0326, -2.5208], [-0.5420, 2.3259, -1.8410], [0.3878, -0.8982, 1.8501], [-1.1285, -1.1011, 1.8607], [1.0123, -1.7588, 2.0977], [0.7621, 0.0731, 2.1808], [-1.4922, -2.0974, 2.1233], [-1.7283, -0.2511, 2.1936]],
  "forces_ev_per_a": [[-0.830, -1.881, -3.730], [0.334, -2.868, 2.660], [-1.684, 1.458, 1.988], [0.742, -0.313, 0.752], [-0.348, 0.722, 0.451], [0.250, 2.644, -3.245], [1.063, 0.861, 3.122], [-0.081, -0.147, -0.222], [-0.136, 0.035, -0.152], [-0.245, -0.307, -0.022], [0.321, -0.163, -0.047], [0.273, -0.521, 0.041], [0.394, 0.476, -1.069], [-0.190, 0.289, 0.057], [-0.085, -0.325, -0.151], [0.087, 0.381, -0.262], [0.134, -0.343, -0.173]]
}

***

# 4
{
  "formula": "C4H6",
  "method": "ωB97M-V/def2-TZVPD",
  "de_lowest_kcal_mol": 69.0,
  "homo_ev": -10.2,
  "gap_ev": 11.1,
  "spin_multiplicity": 1,
  "smiles": "C#C.C=C",
  "lumo_energy_ha": 0.03461,
  "elements": ["C", "C", "C", "C", "H", "H", "H", "H", "H", "H"],
  "positions_angstrom": [[4.5366, 0.3053, -0.0555], [3.6235, -0.5031, -0.0560], [-2.9267, -0.6048, 0.0179], [-2.6593, 0.7060, -0.1357], [5.4200, 0.9266, 0.3784], [2.5867, -0.9191, -0.2480], [-3.7548, -1.1229, 0.2323], [-2.0974, -1.2873, -0.0877], [-3.1375, 1.6298, 0.2627], [-1.5911, 0.8696, -0.3084]],
  "forces_ev_per_a": [[1.163, 0.116, 1.980], [-1.225, 0.947, -0.916], [3.048, 2.432, -0.941], [1.024, -0.493, 1.596], [-2.109, -1.476, -1.498], [2.169, 0.414, 0.433], [-3.548, -1.081, 1.009], [0.302, -0.018, -0.489], [-0.508, -1.127, -0.914], [-0.317, 0.286, -0.261]]
}

***

# 5
{
  "formula": "C17H33BN6Si2Sn",
  "method": "ωB97M-V/def2-TZVPD",
  "de_lowest_kcal_mol": 118.4,
  "charge": 2,
  "homo_ev": -13.5,
  "gap_ev": 4.3,
  "spin_multiplicity": 1,
  "lumo_energy_ha": -0.33962,
  "elements": ["C", "N", "N", "C", "C", "B", "N", "N", "C", "C", "C", "Sn", "N", "N", "C", "C", "C", "H", "H", "H", "H", "H", "H", "H", "H", "H", "H", "H", "C", "H", "H", "H", "C", "Si", "C", "C", "C", "Si", "C", "C", "C", "H", "H", "H", "H", "H", "H", "H", "H", "H", "H", "H", "H", "H", "H", "H", "H", "H", "H", "H"],
  "positions_angstrom": [[-2.2019, -1.8155, 0.0313], [-1.8634, -0.5702, -0.3977], [-2.7988, -0.2273, -1.3606], [-3.7472, -1.1884, -1.4320], [-3.3984, -2.2106, -0.5716], [-2.7828, 1.1205, -2.1612], [-2.6373, 2.2368, -1.0810], [-1.7897, 2.1759, 0.0068], [-1.9783, 3.3171, 0.7230], [-3.0064, 4.0451, 0.1401], [-3.4018, 3.3374, -0.9665], [-0.3230, 0.6584, 0.8721], [-1.6553, 1.1598, -3.2877], [-0.3678, 1.2330, -2.8732], [0.4533, 1.0531, -3.8968], [-0.3291, 1.0282, -5.0750], [-1.6610, 1.0940, -4.6456], [1.5287, 0.9495, -3.7508], [-2.5786, 1.0928, -5.2069], [0.0586, 0.9668, -6.0622], [-3.8187, 1.2445, -2.7563], [-4.1870, 3.4969, -1.7078], [-4.6065, -1.0486, -2.1024], [-3.4065, 4.9907, 0.4941], [-3.9346, -3.1411, -0.4018], [-1.3636, 3.5936, 1.5645], [-1.5784, -2.3987, 0.6943], [1.1132, 2.2366, -0.3151], [1.0787, 2.2979, 0.7957], [0.8913, 3.3683, 0.9549], [0.1077, 2.0282, 1.7464], [2.0405, 2.0163, 1.2271], [2.0971, -0.5614, 3.6087], [0.6902, -1.2777, 2.6264], [0.3310, -3.0493, 2.9971], [-0.9267, -0.2380, 3.0653], [0.9923, -1.1125, 0.7390], [2.7451, -1.2777, 0.0460], [3.5125, -2.8301, 0.7916], [2.6932, -1.5024, -1.8200], [3.8835, 0.1688, 0.4235], [1.9078, -0.8468, 4.6544], [2.1867, 0.5338, 3.5589], [3.0463, -1.0087, 3.2863], [0.1512, -3.1536, 4.0758], [-0.5444, -3.4047, 2.4374], [1.2117, -3.6331, 2.7029], [-0.8317, 0.8449, 3.2753], [-1.8381, -0.4485, 2.4740], [-1.0823, -0.7110, 4.0465], [0.3786, -1.8448, 0.1759], [2.8264, -3.6801, 0.6678], [4.4517, -3.0551, 0.2623], [3.7306, -2.7088, 1.8616], [2.6450, -0.5504, -2.3684], [3.6070, -2.0327, -2.1315], [1.8295, -2.1114, -2.1204], [3.6206, 1.0819, -0.1280], [3.9377, 0.4044, 1.4945], [4.8917, -0.1355, 0.0987]],
  "forces_ev_per_a": [[-0.885, 0.509, -0.686], [-0.138, -0.746, -0.251], [0.012, 0.141, 0.987], [0.518, 0.779, -0.261], [0.178, -0.726, 0.418], [0.678, -0.321, -1.538], [0.170, -0.411, 0.995], [1.064, 0.615, 0.494], [-0.860, -0.150, -1.006], [0.163, 1.043, 1.057], [0.281, -0.961, -0.712], [-3.659, -6.085, -6.355], [0.530, 0.714, 0.935], [0.586, -1.008, 2.207], [-1.426, 0.500, -0.441], [-0.569, -0.190, 0.754], [0.935, -0.228, -0.098], [-0.438, 0.306, -0.154], [-0.040, -0.048, -0.045], [-0.091, -0.081, -0.602], [-0.051, 0.001, 0.403], [0.414, 0.136, 0.313], [0.632, -0.221, 0.370], [0.115, -0.296, -0.145], [0.211, 0.321, -0.119], [-0.124, -0.100, 0.193], [-0.128, 0.241, 0.121], [-1.123, -0.861, 0.238], [0.820, 3.408, 2.240], [0.274, -0.029, 0.046], [2.916, 2.908, -0.940], [-0.321, -0.301, 0.267], [-0.339, 0.090, 0.135], [0.908, -1.105, -0.504], [-0.195, 0.296, 0.275], [0.216, 0.264, -0.734], [-1.088, 0.938, 1.031], [1.196, -0.058, -0.888], [-0.486, 0.165, 0.166], [-0.217, 0.023, 0.161], [-0.220, 0.079, 0.210], [0.252, 0.203, -0.142], [0.044, -0.255, 0.071], [-0.231, 0.106, 0.134], [0.022, -0.304, -0.250], [0.220, -0.064, 0.229], [-0.196, -0.011, 0.131], [-0.317, -0.115, 0.455], [-0.056, -0.007, 0.450], [-0.165, 0.297, 0.007], [0.092, 0.591, 0.248], [0.288, 0.053, 0.035], [-0.316, 0.084, 0.175], [0.036, -0.151, -0.231], [-0.014, -0.275, 0.174], [-0.273, 0.184, 0.063], [0.215, 0.106, -0.047], [0.149, -0.171, 0.022], [0.117, 0.001, -0.166], [-0.292, 0.177, 0.104]]
}

***

# 6
{
  "formula": "C2H3BrS2",
  "method": "ωB97M-V/def2-TZVPD",
  "de_lowest_kcal_mol": 49.8,
  "homo_ev": -8.3,
  "gap_ev": 8.1,
  "spin_multiplicity": 1,
  "lumo_energy_ha": -0.00913,
  "elements": ["C", "C", "S", "S", "Br", "H", "H", "H"],
  "positions_angstrom": [[1.0092, -0.0039, 0.2928], [-1.0871, -0.5713, -0.3287], [2.2327, -0.7788, -0.3883], [0.8879, 1.2369, 1.4037], [-2.2357, -0.0112, 1.0523], [-0.9906, -1.6677, -0.2607], [-1.3435, -0.3071, -1.2866], [2.0638, 1.2260, 1.8380]],
  "forces_ev_per_a": [[-1.937, -1.522, -2.115], [3.336, -1.382, 3.332], [-0.526, 0.146, 0.337], [-3.353, 0.585, -0.285], [-0.345, 0.265, -0.081], [0.289, 0.652, 0.064], [-0.375, 1.348, -2.040], [2.912, -0.092, 0.788]]
}

***

| no. | largest force on an atom (Eh/bohr) | calculated total energy (eV) |
| --- | --- | --- |
| 1 | 0.0718 | -8850.455 |
| 2 | 0.1414 | -11211.397 |
| 3 | 0.0828 | -15627.069 |
| 4 | 0.0780 | -4240.970 |
| 5 | 0.1853 | -49350.098 |
| 6 | 0.0955 | -93832.431 |